[1]
The following is a DFT calculation (the ωB97M-V functional and the def2-TZVPD basis) of a 27-piece molecular cluster, C37H123F3N49O28 overall.

Results
- HOMO (hartree) = -0.168
- multiplicity = 1
- charge = -1
- HOMO-LUMO gap (eV) = 5.45

The geometry in XYZ format:
```
240
C37H123F3N49O28 (the ωB97M-V functional and the def2-TZVPD basis)
O -3.249 -0.848 0.031
H -2.443 -1.137 0.465
H -3.917 -0.516 0.636
H -3.139 -0.157 -0.627
C 0.062 -0.937 0.523
O -0.505 0.046 -0.388
O -0.888 -1.983 0.460
C 1.742 -1.096 0.458
F 2.465 -0.146 1.005
F 2.101 -2.322 1.039
F 2.159 -1.046 -0.842
C -0.442 1.460 -0.043
C -0.672 2.335 -1.341
H -1.444 1.842 -1.933
H -1.128 3.296 -1.106
H 0.258 2.500 -1.885
H 0.608 1.605 0.211
H -1.129 1.824 0.721
H -0.092 -0.327 1.413
C -6.797 -2.418 2.372
C -6.395 -1.414 3.523
C -6.554 -2.177 4.807
C -5.464 -3.172 5.205
C -4.145 -2.474 5.000
C -3.875 -1.858 3.671
N -5.039 -0.911 3.322
O -4.783 0.087 2.300
C -3.567 -3.051 2.683
C -2.528 -1.061 3.861
C -7.345 -0.209 3.623
H -7.863 -2.277 2.191
H -6.594 -3.443 2.680
H -6.338 -2.208 1.406
H -7.471 -2.736 4.622
H -6.772 -1.513 5.643
H -5.578 -4.110 4.661
H -5.558 -3.317 6.281
H -3.378 -3.086 5.474
H -4.275 -1.642 5.692
H -4.279 -3.854 2.870
H -2.653 -3.614 2.875
H -3.555 -2.869 1.609
H -2.714 -0.266 4.583
H -2.148 -0.797 2.874
H -1.776 -1.601 4.436
H -7.465 0.418 2.740
H -7.163 0.438 4.481
H -8.278 -0.750 3.781
C -1.216 -5.099 -1.432
O -1.003 -5.997 -2.213
N -1.646 -3.940 -1.710
N -1.099 -5.169 -0.158
H -1.745 -3.811 -2.707
H -1.970 -3.370 -0.942
H -1.340 -4.259 0.207
H -0.522 -5.887 0.256
C -2.724 3.152 -7.089
O -3.054 2.883 -5.979
N -2.570 4.264 -7.591
N -2.637 2.241 -8.016
H -2.252 4.220 -8.549
H -2.521 5.124 -7.065
H -3.023 1.339 -7.777
H -2.678 2.596 -8.961
C 1.817 0.882 7.441
O 2.130 1.728 6.614
N 1.169 -0.180 7.182
N 2.106 0.932 8.721
H 0.841 -0.704 7.981
H 0.880 -0.391 6.238
H 1.497 0.445 9.363
H 2.605 1.790 8.911
C -3.035 -0.326 -3.519
O -2.676 -1.052 -2.659
N -3.021 -0.709 -4.746
N -3.482 0.877 -3.369
H -3.472 -0.233 -5.514
H -2.691 -1.654 -4.880
H -3.454 1.266 -2.438
H -3.586 1.515 -4.146
C 5.459 1.428 -1.660
O 5.898 1.568 -2.819
N 5.465 2.285 -0.704
N 4.900 0.333 -1.281
H 5.853 3.213 -0.791
H 5.230 2.132 0.267
H 4.996 -0.431 -1.935
H 4.460 0.235 -0.377
C -6.003 -3.180 -2.712
O -6.672 -2.360 -3.344
N -4.723 -3.129 -2.514
N -6.558 -4.121 -2.051
H -4.424 -4.031 -2.170
H -4.089 -2.535 -3.029
H -5.950 -4.792 -1.603
H -7.441 -4.515 -2.342
C 4.680 -4.843 0.631
O 5.533 -5.703 0.272
N 4.474 -3.769 -0.048
N 4.097 -4.868 1.839
H 5.110 -3.536 -0.796
H 4.137 -2.986 0.495
H 3.272 -4.345 2.093
H 4.554 -5.473 2.507
C 0.876 -4.738 3.034
O 1.334 -5.317 3.939
N -0.164 -3.929 2.970
N 1.282 -4.803 1.770
H -0.539 -3.491 2.140
H -0.341 -3.715 3.941
H 2.026 -5.442 1.529
H 0.961 -4.119 1.101
C -4.917 -6.131 -0.006
O -5.099 -6.416 -1.187
N -5.937 -5.737 0.716
N -3.839 -6.218 0.658
H -6.824 -5.664 0.239
H -5.932 -5.608 1.718
H -3.047 -6.476 0.087
H -3.693 -5.672 1.495
C 6.642 -0.406 2.821
O 7.316 -0.037 1.877
N 6.167 -1.611 2.869
N 5.996 0.365 3.644
H 5.606 -1.996 3.614
H 6.779 -2.236 2.365
H 5.442 0.021 4.415
H 5.880 1.286 3.245
C -0.466 2.579 3.863
O 0.076 2.314 2.882
N -1.582 3.328 3.820
N -0.047 2.237 5.070
H -1.796 3.878 3.001
H -2.264 3.248 4.560
H 0.864 1.812 5.169
H -0.632 2.305 5.891
C 6.335 -1.740 -4.188
O 5.756 -1.659 -3.187
N 7.135 -0.923 -4.759
N 6.359 -2.870 -4.868
H 7.473 -1.211 -5.666
H 7.167 -0.051 -4.250
H 5.953 -3.601 -4.303
H 7.093 -3.073 -5.532
C 2.463 -1.123 4.262
O 3.578 -0.622 4.103
N 2.224 -2.214 4.884
N 1.364 -0.585 3.811
H 1.321 -2.654 4.989
H 3.032 -2.732 5.199
H 0.519 -1.122 3.941
H 1.375 0.279 3.289
C 1.088 5.310 -5.965
O 1.161 4.770 -4.854
N 1.913 6.211 -6.449
N 0.265 4.792 -6.868
H 2.061 6.287 -7.445
H 2.634 6.517 -5.811
H -0.532 4.199 -6.684
H 0.550 5.153 -7.768
C -4.509 2.746 5.135
O -4.243 3.711 5.798
N -5.058 2.794 3.956
N -4.239 1.545 5.537
H -5.005 1.965 3.381
H -5.154 3.660 3.446
H -3.447 1.519 6.163
H -4.342 0.955 4.723
C 2.878 -4.973 -3.769
O 3.923 -5.513 -3.757
N 2.180 -4.838 -2.707
N 2.213 -4.561 -4.802
H 2.796 -4.832 -1.907
H 1.220 -4.535 -2.629
H 1.369 -4.008 -4.851
H 2.575 -4.881 -5.689
C -1.724 5.765 1.249
O -2.100 5.837 2.444
N -0.741 5.114 0.741
N -2.264 6.456 0.342
H -0.440 5.278 -0.209
H -0.168 4.461 1.256
H -3.010 7.013 0.734
H -2.129 6.309 -0.648
C 7.977 -3.029 -0.034
O 8.407 -2.974 1.109
N 7.089 -2.184 -0.509
N 8.433 -3.670 -1.023
H 6.607 -2.092 -1.392
H 6.823 -1.563 0.241
H 8.466 -3.163 -1.896
H 9.070 -4.436 -0.860
C -1.801 6.378 -3.099
O -2.655 7.197 -3.098
N -0.565 6.593 -2.634
N -1.947 5.117 -3.519
H 0.136 5.890 -2.817
H -0.341 7.393 -2.060
H -1.178 4.463 -3.555
H -2.894 4.784 -3.630
C 4.688 4.503 -4.468
O 4.444 5.646 -4.631
N 5.828 3.951 -4.504
N 3.801 3.514 -4.235
H 6.599 4.522 -4.820
H 6.037 3.119 -3.971
H 2.843 3.791 -4.400
H 4.099 2.566 -4.413
C 3.903 2.871 2.455
O 4.911 2.378 1.960
N 3.191 3.873 2.002
N 3.188 2.275 3.358
H 2.211 3.817 2.239
H 3.507 4.393 1.196
H 3.724 1.468 3.645
H 2.212 2.501 3.486
C -4.397 2.547 -0.445
O -3.774 1.526 -0.630
N -4.521 3.010 0.784
N -5.116 3.221 -1.285
H -4.229 2.418 1.548
H -5.392 3.521 0.827
H -5.089 2.763 -2.185
H -5.666 4.048 -1.106
C 1.323 -1.589 -3.986
O 1.060 -2.173 -5.004
N 0.459 -1.250 -3.023
N 2.441 -1.018 -3.700
H -0.521 -1.435 -3.185
H 0.729 -0.644 -2.261
H 3.210 -1.296 -4.293
H 2.412 -0.606 -2.778
C 2.616 5.239 -1.611
O 1.690 5.219 -0.814
N 3.557 4.376 -1.587
N 2.689 6.091 -2.588
H 3.280 3.571 -1.044
H 4.334 4.402 -2.233
H 1.912 6.733 -2.647
H 3.294 5.942 -3.383
```

Atomic partial charges in e from the Löwdin method, atoms 1 to 8: O 0.215; H 0.056; H 0.077; H 0.074; C -0.321; O -0.155; O -0.230; C -0.433

[2]
The following is a DFT calculation (the ωB97M-V functional and the def2-TZVPD basis) of C9H10FeN4O5S2 as an isolated structure.

Results
- HOMO (spin up / spin down) (hartree) = -0.031 / -0.023
- energy above the lowest of the compared OMol25 structures with the same formula, charge and spin (kcal/mol) = 0.0
- multiplicity = 5
- charge = -2
- HOMO-LUMO gap (spin up / spin down) (eV) = 5.53 / 5.30

The geometry in XYZ format:
```
31
C9H10FeN4O5S2 (the ωB97M-V functional and the def2-TZVPD basis)
Fe -0.690 0.210 0.503
N 1.244 0.044 1.821
C 1.386 -1.416 1.974
C 0.018 -1.939 2.462
O -0.007 -2.700 3.457
N -0.973 -1.422 1.756
C -2.248 -1.212 2.443
C -2.254 0.255 2.951
O -2.846 0.547 3.992
O -1.571 1.077 2.220
H 1.021 0.476 2.712
H 2.052 0.500 1.418
H 1.617 -1.829 0.990
H 2.152 -1.717 2.692
H -3.072 -1.314 1.731
H -2.403 -1.876 3.291
O 0.672 -0.599 -0.898
N 0.959 0.139 -1.929
C 1.320 -0.495 -3.052
C 1.781 0.173 -4.164
C 1.842 1.562 -4.115
C 1.414 2.206 -2.994
C 0.939 1.520 -1.843
S 0.372 2.293 -0.443
H 1.230 -1.568 -2.983
H 2.081 -0.388 -5.038
H 2.206 2.128 -4.965
H 1.417 3.286 -2.939
O -4.405 0.826 0.139
S -3.093 1.162 -0.430
N -2.161 0.069 -0.760
```

Atomic partial charges in e from the Löwdin method, atoms 1 to 8: Fe 0.397; N -0.035; C -0.189; C -0.579; O -0.079; N -0.048; C -0.150; C -0.654